C32H60F5IrN6O4PS as an isolated structure. Source: OMol25; level of theory: wB97M-V/def2-TZVPD.

Geometry (Å):
Ir 0.66228 -0.68521 -0.11788
N 0.83009 1.10720 1.18183
C 1.63877 0.86275 2.40032
C 1.26659 1.78715 3.56667
C -0.18355 1.74265 4.06839
C -0.55046 0.59050 5.00628
N -0.77599 -0.68694 4.32876
C -1.81954 -0.98550 3.57229
N -2.91730 -0.22676 3.58988
N -1.75212 -2.05486 2.77379
C 1.56367 -0.61810 2.76986
O 1.98738 -0.99431 3.84524
O 1.01571 -1.41505 1.89507
H 1.13996 1.93887 0.68656
H -0.13414 1.29968 1.44498
H 2.68103 1.05302 2.13338
H 1.48890 2.80974 3.25373
H 1.94609 1.56444 4.39001
H -0.90460 1.78448 3.24277
H -0.36105 2.66421 4.62631
H -1.42866 0.85216 5.59964
H 0.24779 0.40780 5.72332
H 0.00435 -1.33239 4.32385
H -3.07765 0.42487 4.33894
H -3.69514 -0.43224 2.98619
H -0.84156 -2.41050 2.51487
H -2.55240 -2.35629 2.24540
O 2.19698 -1.81380 -0.90777
P 3.38128 -2.69128 -0.40978
C 2.74672 -3.99749 0.69033
C 1.31422 -4.44046 0.35459
C 0.76634 -5.31591 1.48692
C 1.80105 -6.34006 1.99946
C 2.93945 -6.51735 1.00187
C 3.71322 -5.20624 0.85361
C 4.15702 -3.39162 -1.88936
C 3.29251 -4.52118 -2.47618
C 4.06314 -5.25269 -3.58379
C 4.91880 -4.29385 -4.42696
C 4.32923 -2.89106 -4.38858
C 4.42742 -2.31331 -2.97141
C 4.45965 -1.68263 0.66667
C 4.53748 -0.18033 0.34379
C 5.59588 0.19791 -0.68598
C 6.95738 -0.37919 -0.31135
C 6.88573 -1.89443 -0.15452
C 5.85525 -2.29984 0.89540
H 2.67674 -3.48221 1.65371
H 1.28480 -4.98181 -0.59138
H 0.67360 -3.56627 0.22671
H -0.13009 -5.82743 1.13044
H 0.45277 -4.67323 2.31649
H 1.31738 -7.29368 2.20644
H 2.22496 -6.00045 2.94849
H 2.54540 -6.84231 0.03429
H 3.62425 -7.29944 1.32984
H 4.42049 -5.28544 0.02547
H 4.31214 -5.05036 1.75308
H 5.10701 -3.82649 -1.55810
H 2.36917 -4.08385 -2.86961
H 2.99851 -5.24060 -1.71343
H 3.34505 -5.77618 -4.21691
H 4.69410 -6.02247 -3.13447
H 4.99517 -4.65749 -5.45075
H 5.94236 -4.25735 -4.04133
H 3.28747 -2.91800 -4.72080
H 4.85080 -2.22500 -5.07612
H 3.72973 -1.47929 -2.86493
H 5.43024 -1.91090 -2.82758
H 3.91384 -1.77144 1.61473
H 4.77847 0.32374 1.28638
H 3.55580 0.19394 0.02928
H 5.64998 1.28540 -0.75808
H 5.29937 -0.15928 -1.67422
H 7.29204 0.06520 0.63220
H 7.70164 -0.10935 -1.06095
H 7.85791 -2.29357 0.13747
H 6.65033 -2.34996 -1.12099
H 6.19733 -1.95088 1.87384
H 5.79193 -3.38817 0.97484
S -2.78530 1.37302 -2.80822
C -4.24780 1.96794 -3.42485
N -4.40658 2.45357 -4.65550
C -5.76936 2.91387 -4.91983
C -6.46235 2.68992 -3.55575
N -5.41437 2.02859 -2.77704
H -3.64232 2.50269 -5.30379
H -6.23330 2.32772 -5.71133
H -5.77535 3.96180 -5.21244
H -7.33784 2.05103 -3.64909
H -6.76194 3.62885 -3.09214
H -5.48545 1.79593 -1.80462
F -2.24648 0.56479 0.69731
C -2.48169 1.64318 -0.10277
F -1.31497 2.29645 -0.23945
C -3.53138 2.52396 0.53840
F -4.57088 1.76334 0.91807
F -3.96478 3.45546 -0.29832
F -3.05678 3.14093 1.64132
C -2.44876 -2.57668 -2.13564
C -0.96949 -2.26508 -2.15809
C -0.44316 -1.88677 -3.52739
O -0.73908 -1.12804 -1.28099
H -2.65288 -3.43491 -2.77700
H -3.01220 -1.71792 -2.49825
H -2.78116 -2.82089 -1.12559
H -0.39020 -3.09731 -1.74366
H -1.01801 -1.05327 -3.93109
H -0.54041 -2.73848 -4.20276
H 0.61167 -1.61036 -3.47668

Cartesian forces (eV/Å) of the 3 atoms listed first:
0.35 -0.14 -0.16
-0.03 0.05 0.00
-0.02 0.02 0.00

Calculated values
Spin multiplicity   6
Total charge   +2
Lowest unoccupied orbital energy (alpha / beta)   -0.1533 / -0.2584 Eh
Expectation value of S²   8.77
Kohn-Sham gap (alpha / beta)   7.976 / 5.789 eV
E_tot   -87826.0183 eV

Atom charges from the Mulliken analysis, given in e for atoms 1 to 8:
1 Ir 3.88
2 N -0.38
3 C 1.08
4 C -1.35
5 C 0.16
6 C -1.24
7 N -0.16
8 C 0.85

C32H62Br14NOP2 as an isolated structure at a distorted geometry. Source: OMol25; level of theory: wB97M-V/def2-TZVPD.

Geometry (Å):
C -2.85417 2.49761 -0.99134
C -2.28102 1.76862 -2.03737
P -0.75883 2.16113 -2.85670
C 0.23277 3.58388 -2.08731
C 1.33345 3.03553 -1.06474
C 2.53903 3.97964 -0.92003
C 2.23661 5.11496 0.08250
C 1.91368 4.55847 1.50103
C 0.67971 5.25071 2.13163
C -0.06887 4.44845 3.21579
C 0.55956 4.45960 4.62501
C 1.98509 3.86951 4.70981
C 2.14281 2.48119 4.03302
C 2.20908 1.28813 5.02210
C 3.59015 0.60550 5.10737
N 3.83583 -0.17773 3.89669
C 4.28535 0.26777 2.70241
C 4.35736 -0.75592 1.77935
C 3.92586 -1.90544 2.52606
C 3.61746 -1.53316 3.80920
P -1.24555 2.55503 -4.98085
O -2.20741 3.67686 -5.07620
H -3.67004 3.19993 -1.20133
H -2.55149 2.35482 0.05154
H -2.83547 0.89659 -2.42215
H 0.06953 1.01979 -2.84183
H -0.43536 4.19440 -1.47034
H 0.69834 4.14161 -2.90561
H 0.77947 2.87207 -0.08647
H 1.69602 2.05056 -1.36181
H 3.43627 3.43770 -0.60081
H 2.72783 4.45064 -1.89746
H 3.11226 5.77145 0.15450
H 1.40298 5.73227 -0.28368
H 1.82016 3.46802 1.49487
H 2.77728 4.80896 2.13075
H -0.04334 5.38199 1.30535
H 0.93016 6.27212 2.44847
H -1.05673 4.92628 3.31634
H -0.28861 3.42499 2.87661
H 0.59667 5.50569 4.95660
H -0.10180 3.89150 5.29335
H 2.25984 3.74219 5.76708
H 2.69795 4.59286 4.29840
H 3.03259 2.53383 3.39551
H 1.32203 2.26125 3.33931
H 1.51683 0.51167 4.66642
H 1.87501 1.58732 6.02393
H 3.52877 -0.13653 5.91351
H 4.41333 1.28792 5.33931
H 4.52889 1.30046 2.47900
H 4.66145 -0.69568 0.74451
H 3.84773 -2.89942 2.09846
H 3.26564 -2.17154 4.60815
H -0.06326 2.83925 -5.69872
H -1.85170 1.42345 -5.51304
Br -6.47555 1.94617 1.03534
C -7.61054 1.79684 -0.54019
C -6.94351 2.39849 -1.74695
Br -7.01255 4.34379 -1.70667
H -8.55723 2.26800 -0.29475
H -7.76630 0.72923 -0.68229
H -7.46772 2.11361 -2.65498
H -5.89692 2.12221 -1.83436
Br -6.26028 -0.62310 -3.70457
C -7.87937 -1.40132 -4.46273
C -8.86334 -0.33785 -4.87028
Br -9.78220 0.40783 -3.32518
H -8.27730 -2.08578 -3.72027
H -7.54409 -1.96585 -5.33025
H -9.64868 -0.76327 -5.49154
H -8.40032 0.49230 -5.39485
Br 0.04691 1.01117 -0.43872
C -0.95427 -0.09314 0.84038
C 0.00598 -0.85045 1.71381
Br 0.77755 -2.35396 0.75746
H -1.61997 -0.73873 0.27346
H -1.55105 0.60615 1.42648
H -0.51278 -1.28287 2.56615
H 0.83694 -0.24185 2.06755
Br -0.04092 0.10268 -5.53158
C 0.58473 -1.55951 -6.35738
C 0.68170 -2.65386 -5.32908
Br 2.24173 -2.43542 -4.19150
H 1.52899 -1.33402 -6.84349
H -0.15910 -1.80469 -7.11240
H 0.80498 -3.62087 -5.81266
H -0.18019 -2.68916 -4.66935
Br -2.82930 -2.95668 2.88094
C -2.27428 -4.54938 1.90491
C -1.96932 -5.69351 2.83393
Br -0.24266 -5.47590 3.70564
H -1.42373 -4.26324 1.29290
H -3.11758 -4.79520 1.26197
H -1.88925 -6.62270 2.27291
H -2.70710 -5.81128 3.62170
Br 6.24047 -4.24034 -0.31162
C 5.33704 -4.53900 -2.00729
C 6.13818 -4.00580 -3.16685
Br 6.01375 -2.06671 -3.28689
H 4.35527 -4.08158 -1.92504
H 5.22673 -5.61880 -2.08651
H 5.73799 -4.37675 -4.10865
H 7.19403 -4.24953 -3.10382
Br 3.17523 -8.14715 3.27435
C 1.93513 -8.37113 1.79496
C 2.44625 -7.71230 0.54113
Br 2.22576 -5.78012 0.62087
H 0.97904 -7.97266 2.12285
H 1.84969 -9.44668 1.65217
H 1.86698 -8.03220 -0.32304
H 3.49918 -7.90289 0.35771

Cartesian forces (eV/Å) of the 3 atoms listed first:
0.12 -0.05 -0.30
-0.15 -0.04 -0.23
1.11 -0.52 1.66

Calculated values
Total charge   +1
Lowest unoccupied orbital energy   -0.1768 Eh
Kohn-Sham gap   4.877 eV
E_tot   -1036887.7509 eV

Atom charges from the Mulliken analysis, given in e for atoms 1 to 8:
1 C -0.43
2 C -0.29
3 P 0.36
4 C -0.62
5 C -0.46
6 C -0.99
7 C -1.24
8 C 0.42

A 2-piece molecular cluster, C32H64ClNO4PS overall. Source: OMol25; level of theory: wB97M-V/def2-TZVPD.

Geometry (Å):
C 3.92681 -6.41076 0.64568
C 2.83052 -5.97041 -0.32102
C 1.40655 -6.33149 0.11080
C 1.04191 -5.98692 1.56577
C -0.03669 -4.90558 1.66915
C -0.18430 -4.34673 3.08667
C 0.73799 -3.14868 3.37109
C 0.07234 -1.78421 3.21523
C -0.72886 -1.62272 1.92231
C -1.05587 -0.15029 1.60050
C -0.46874 0.46221 0.28355
P 1.21968 -0.02162 -0.27638
O 2.10918 -0.28160 1.01735
O 1.06996 -1.47386 -0.91251
S 1.87069 1.26609 -1.53525
C -0.58928 1.94590 0.46311
C 0.17849 2.75318 1.44116
C 1.22082 3.73725 0.84149
C 2.69427 3.35747 1.10887
C 3.43883 4.36555 2.00899
C 3.85663 3.76704 3.35333
C 4.98053 2.74647 3.21815
N -1.53865 2.43873 -0.26025
C -2.00913 3.83506 -0.23465
C -2.85708 4.19808 0.99298
C -3.76857 3.07690 1.52032
C -5.20730 3.52752 1.59578
O -5.88331 3.62416 0.61202
O -5.67208 3.76348 2.83744
C -5.46694 5.08708 3.36408
C -5.99232 6.18197 2.46041
C -2.14894 1.49535 -1.19143
C -1.34840 0.21569 -0.98953
Cl -2.41482 -1.22123 -0.84707
H 3.96432 -5.76965 1.52621
H 3.74363 -7.42675 0.99582
H 4.90378 -6.36714 0.16829
H 3.01203 -6.45162 -1.28452
H 2.90051 -4.89623 -0.51074
H 0.71654 -5.78741 -0.54174
H 1.21748 -7.38702 -0.08595
H 1.91646 -5.61395 2.09989
H 0.68770 -6.87807 2.08438
H 0.25679 -4.11140 0.97379
H -0.98753 -5.29420 1.29716
H 0.06385 -5.14568 3.78691
H -1.22283 -4.08526 3.29957
H 1.57507 -3.18669 2.66743
H 1.15142 -3.22611 4.37498
H -0.59332 -1.57558 4.05718
H 0.84814 -1.01030 3.27212
H -0.21919 -2.09972 1.09584
H -1.66924 -2.16260 2.02430
H -2.13479 0.00269 1.56010
H -0.70776 0.45674 2.43974
H 1.63276 -0.16961 1.84961
H 0.20876 -1.90612 -0.83141
H 0.66135 2.08035 2.14708
H -0.54297 3.32862 2.02058
H 1.05590 3.83949 -0.23077
H 1.02432 4.71620 1.27687
H 2.71875 2.38532 1.60334
H 3.20388 3.25498 0.15623
H 4.35168 4.67839 1.49792
H 2.84449 5.26515 2.16805
H 2.99086 3.27658 3.81231
H 4.18006 4.55561 4.03237
H 5.87140 3.19546 2.78009
H 4.69381 1.88586 2.61304
H 5.26390 2.36354 4.19922
H -1.12957 4.47370 -0.28048
H -2.58966 3.97479 -1.14205
H -2.20693 4.53718 1.79790
H -3.44718 5.06731 0.70656
H -3.79246 2.21526 0.85374
H -3.44218 2.71562 2.49347
H -4.40737 5.23383 3.59624
H -6.00052 5.09446 4.31070
H -6.95499 5.88539 2.04526
H -6.12952 7.09892 3.02741
H -5.33211 6.37736 1.61576
H -3.22240 1.39719 -1.03660
H -2.02910 1.87975 -2.20717
H -0.74435 -0.00079 -1.86337
C -1.64476 -1.54786 -4.39144
C -0.24942 -2.15309 -4.50941
C 0.84034 -1.11876 -4.78608
C 0.67602 -0.34987 -6.09785
C 0.60848 -1.22524 -7.34824
C 1.86844 -2.05451 -7.57853
H -1.96520 -1.07088 -5.31813
H -2.38706 -2.30560 -4.13867
H -1.66706 -0.78837 -3.60823
H -0.25183 -2.92254 -5.28428
H -0.00266 -2.67026 -3.57579
H 1.81256 -1.61685 -4.77108
H 0.86788 -0.39657 -3.96077
H 1.51499 0.34542 -6.19612
H -0.22343 0.27193 -6.05062
H 0.44362 -0.57859 -8.21303
H -0.26052 -1.88732 -7.29732
H 2.74692 -1.41165 -7.66011
H 1.79130 -2.63174 -8.49983
H 2.04384 -2.76055 -6.76538

Cartesian forces (eV/Å) of the 3 atoms listed first:
-0.19 0.13 0.04
0.04 -0.17 -0.11
-0.16 0.20 0.03

Calculated values
Total charge   +1
Lowest unoccupied orbital energy   -0.1336 Eh
Kohn-Sham gap   8.506 eV
E_tot   -76545.3092 eV

Atom charges from the Mulliken analysis, given in e for atoms 1 to 8:
1 C -1.18
2 C -0.13
3 C -0.84
4 C -0.46
5 C -0.13
6 C -1.03
7 C -0.99
8 C -0.69

A 7-piece molecular cluster, C32H64F9N6O11PS overall at a distorted geometry. Source: OMol25; level of theory: wB97M-V/def2-TZVPD.

Geometry (Å):
C 4.76028 -3.10219 2.75771
C 3.39937 -3.41788 2.13694
O 2.67562 -4.17979 2.66734
O 3.00174 -2.80766 0.99572
C 4.01186 -2.83259 -0.05285
C 3.30408 -2.75836 -1.41758
C 3.85546 -1.59333 -2.30136
C 2.95134 -0.36068 -2.23700
C 3.10621 0.34722 -0.87910
C 1.85206 1.16140 -0.44035
P 1.36859 0.63429 1.27405
C 2.74480 1.63759 2.09412
C 2.25062 3.01581 2.55676
O 3.36422 3.88536 2.67503
S -0.29999 -0.62774 0.39252
O 0.28274 -1.31567 -0.74295
O -1.40200 0.24703 0.03308
C -0.80954 -2.00020 1.56896
F -0.23371 -3.11904 1.22135
F -0.25561 -1.66618 2.75850
C -2.32836 -2.17378 1.85034
F -2.40833 -2.95587 2.94850
F -2.83822 -1.01361 2.20801
C -3.16996 -2.89919 0.76835
F -4.34228 -3.18744 1.35578
F -2.65142 -4.05016 0.38370
C -3.53301 -2.08602 -0.50641
F -2.54790 -2.01235 -1.34582
F -4.48265 -2.79293 -1.13322
F -4.05971 -0.92716 -0.25871
H 5.55568 -3.57596 2.17827
H 4.77414 -3.53998 3.75235
H 4.87015 -2.01590 2.81598
H 4.61800 -3.73910 0.03719
H 4.67415 -1.97174 0.10236
H 3.50357 -3.68442 -1.96193
H 2.22852 -2.64108 -1.27183
H 3.96457 -1.93733 -3.33303
H 4.86854 -1.39009 -1.93148
H 3.26846 0.36000 -3.00172
H 1.91338 -0.61138 -2.46361
H 3.92955 1.06271 -0.96896
H 3.37040 -0.33403 -0.06665
H 2.10914 2.22291 -0.36524
H 1.01859 1.11181 -1.14456
H 1.97995 -0.55950 1.74577
H 0.37673 1.31726 2.02790
H 3.57073 1.83026 1.40537
H 3.07133 1.09077 2.98597
H 1.52550 3.46109 1.85865
H 1.76894 2.94430 3.54479
H 3.06925 4.77712 2.40979
C 0.30623 4.54015 -3.44354
N 1.75033 4.68874 -3.43188
C 2.33884 5.81840 -2.73217
C 2.56650 3.81158 -4.04928
O 3.78101 3.87910 -4.07322
H -0.14499 5.41889 -3.90901
H -0.05483 4.44876 -2.41651
H 0.01216 3.65271 -4.00190
H 2.92118 6.41940 -3.43186
H 3.00803 5.45734 -1.94965
H 1.55644 6.43023 -2.28905
H 2.02029 2.99185 -4.54915
C -1.66207 6.85066 2.40482
N -0.21452 6.94264 2.45540
C 0.40027 8.06088 3.15405
C 0.57680 6.03015 1.87879
O 1.79934 6.05938 1.88940
H -2.06703 7.73649 1.91254
H -2.05920 6.79084 3.41966
H -1.96988 5.96590 1.85104
H 1.02461 8.62569 2.46123
H 1.03205 7.68542 3.95960
H -0.36825 8.71033 3.56550
H 0.01541 5.22512 1.37581
C -5.87700 -1.29026 -5.06808
N -4.49158 -0.87881 -4.96333
C -3.95802 -0.51857 -3.65950
C -3.67798 -0.81832 -6.03651
O -2.51036 -0.47908 -6.00935
H -6.52628 -0.48352 -4.72053
H -6.04404 -2.17534 -4.45032
H -6.12801 -1.52666 -6.10051
H -3.59832 0.51119 -3.68742
H -3.12138 -1.16997 -3.41996
H -4.72832 -0.61595 -2.89860
H -4.17941 -1.11147 -6.97571
C 2.21236 -6.74070 4.68581
N 2.59415 -8.08477 4.29521
C 2.58030 -9.14433 5.28792
C 2.96350 -8.38401 3.03378
O 3.29388 -9.48954 2.64730
H 2.88316 -6.38797 5.47304
H 1.18667 -6.75022 5.06262
H 2.27344 -6.06295 3.83756
H 3.57914 -9.57353 5.38035
H 1.89562 -9.93319 4.97282
H 2.26279 -8.74868 6.24993
H 2.93998 -7.51076 2.35896
C -1.53286 6.89239 -8.36330
N -1.83872 6.38892 -7.03849
C -1.87411 4.95217 -6.82107
C -2.09276 7.21296 -6.00151
O -2.35604 6.85803 -4.86691
H -2.27542 6.52536 -9.07481
H -0.54326 6.54534 -8.66747
H -1.54383 7.98061 -8.37002
H -2.86489 4.66744 -6.46468
H -1.14240 4.67869 -6.06062
H -1.65265 4.42280 -7.74440
H -2.04154 8.27959 -6.27892
C -3.68861 -4.47682 4.70578
N -4.04941 -5.02211 6.00126
C -4.09555 -6.46322 6.17470
C -4.34459 -4.23386 7.05459
O -4.65253 -4.63376 8.16083
H -4.40360 -4.82166 3.95510
H -2.68907 -4.81983 4.43595
H -3.69818 -3.39256 4.73286
H -5.09869 -6.76369 6.48047
H -3.39471 -6.76078 6.95607
H -3.83446 -6.95892 5.24245
H -4.28061 -3.15693 6.81917

Cartesian forces (eV/Å) of the 3 atoms listed first:
-0.50 0.13 -0.48
1.33 0.63 -0.05
-1.67 -1.24 0.98

Calculated values
Lowest unoccupied orbital energy   0.0058 Eh
SMILES   CC(=O)OCCCCCC[PH2](CCO)S(=O)(=O)C(F)(F)C(F)(F)C(F)(F)C(F)(F)F.CN(C)C=O.CN(C)C=O.CN(C)C=O.CN(C)C=O.CN(C)C=O.CN(C)C=O
Kohn-Sham gap   9.115 eV
E_tot   -110263.7647 eV

Atom charges from the Mulliken analysis, given in e for atoms 1 to 8:
1 C -1.08
2 C 0.51
3 O -0.50
4 O -0.15
5 C -0.78
6 C -0.16
7 C -1.34
8 C -0.57